# 1
Formula: C24H68O10
Source: OMol25
Level of theory: wB97M-V/def2-TZVPD

Last column: Mulliken charge in e.
CARTESIAN COORDINATES (ANGSTROEM)
C1 0.2866 3.0001 4.0075  -1.6103
C2 0.8939 2.1046 2.9162  1.5259
C3 1.5206 2.9831 1.8313  -0.9682
O1 1.9317 1.2885 3.4478  -0.5000
H1 1.1627 3.4539 4.4826  0.3958
H2 -0.2063 2.3985 4.7761  0.4194
H3 -0.3914 3.7887 3.6939  0.3569
H4 0.1035 1.4994 2.4662  -0.5205
H5 1.0989 3.9827 1.7914  0.4317
H6 1.5185 2.4294 0.8897  -0.1962
H7 2.6009 3.1255 1.9507  0.4563
H8 1.5646 0.7742 4.1773  0.2535
C4 -1.2226 -2.3111 -5.1601  -1.2712
C5 -1.0718 -0.8158 -4.9461  0.5403
C6 0.0808 -0.4795 -4.0202  -0.8448
O2 -0.7667 -0.1221 -6.1592  -0.5488
H9 -1.5614 -2.8933 -4.3041  0.2009
H10 -0.3550 -2.7881 -5.6175  0.3208
H11 -2.0395 -2.4198 -5.8901  0.4081
H12 -2.0440 -0.4060 -4.6439  0.2046
H13 0.1281 -0.9453 -3.0343  0.1100
H14 0.1531 0.6063 -3.9065  0.1975
H15 1.0491 -0.7687 -4.4419  0.3837
H16 -1.3900 -0.4110 -6.8365  0.2999
C7 -5.0599 4.1088 -0.5593  -1.5218
C8 -4.3435 3.0627 0.2716  0.3967
C9 -3.9939 1.7654 -0.4428  -0.7188
O3 -3.1147 3.6869 0.7235  -0.5614
H17 -6.0775 3.7942 -0.8003  0.3943
H18 -4.5502 4.3456 -1.4943  0.2749
H19 -5.1170 5.0084 0.0528  0.3776
H20 -4.9877 2.8197 1.1251  0.4072
H21 -3.2620 1.1626 0.0938  -0.0646
H22 -3.5394 1.9929 -1.4114  0.2787
H23 -4.8976 1.1751 -0.6114  0.4722
H24 -2.9646 3.3725 1.6216  0.2375
C10 -3.5577 -2.6025 3.0294  -1.6143
C11 -2.7382 -2.0877 1.8787  1.6121
C12 -3.5589 -1.8909 0.6302  -1.4201
O4 -2.1512 -0.8429 2.2756  -0.5349
H25 -2.9159 -2.7835 3.8942  0.2817
H26 -4.0020 -3.5472 2.7051  0.3983
H27 -4.3755 -1.9766 3.3867  0.3816
H28 -1.9036 -2.7709 1.6772  -0.2724
H29 -3.0271 -1.4144 -0.1984  0.2848
H30 -4.5279 -1.4142 0.7845  0.3116
H31 -3.8162 -2.8399 0.1425  0.4815
H32 -1.5441 -0.5428 1.5812  0.1065
C13 6.3237 0.2355 2.0236  -1.4143
C14 5.0178 -0.5629 2.2405  0.5280
C15 4.7345 -0.8608 3.6913  -1.1024
O5 3.9203 0.0740 1.6284  -0.2359
H33 6.4100 0.4282 0.9518  0.3190
H34 7.2121 -0.3480 2.2718  0.4111
H35 6.3208 1.1965 2.5445  0.3163
H36 5.3069 -1.4685 1.6911  0.2923
H37 3.8787 -1.5272 3.7798  0.0302
H38 4.6228 0.0728 4.2498  0.3281
H39 5.6151 -1.3295 4.1420  0.4600
H40 3.5367 0.6891 2.2715  0.0443
C16 -0.6647 5.2305 -1.7903  -1.4458
C17 -0.2562 3.7709 -1.9605  0.7966
C18 1.2339 3.5825 -1.9112  -1.0430
O6 -0.8470 2.9963 -0.8997  -0.2131
H41 -0.1571 5.9099 -2.4781  0.4112
H42 -0.4340 5.5407 -0.7697  0.2793
H43 -1.7289 5.3720 -1.9938  0.3617
H44 -0.7247 3.3411 -2.8550  0.0710
H45 1.6353 4.1475 -2.7547  0.4935
H46 1.4848 2.5329 -2.0858  0.0688
H47 1.6502 3.8817 -0.9526  0.1277
H48 -1.6698 3.4036 -0.5862  0.1239
C19 -2.0041 -4.9976 -0.8394  -1.3521
C20 -0.5391 -4.6032 -0.6813  1.8537
C21 0.3949 -5.7584 -0.2853  -1.5989
O7 -0.1412 -4.1911 -1.9895  -0.5161
H49 -2.3814 -5.3886 0.1120  0.3710
H50 -2.1398 -5.7350 -1.6237  0.4327
H51 -2.5875 -4.0881 -0.9687  0.1317
H52 -0.4195 -3.7793 0.0335  -0.7811
H53 1.3538 -5.3453 0.0449  0.4322
H54 0.5259 -6.4896 -1.0798  0.3646
H55 0.0786 -6.3044 0.6111  0.3864
H56 0.8177 -4.1739 -2.0637  0.3060
C22 0.9455 -0.4854 0.0544  0.2276
O8 -0.3816 0.0698 0.2400  0.1290
H57 0.9051 -1.4598 0.5381  -0.0834
H58 1.1741 -0.5841 -1.0067  -0.1540
H59 1.6652 0.1608 0.5583  -0.0012
H60 -0.3383 0.9559 -0.1375  -0.2115
C23 1.3180 -2.9785 3.4720  0.1915
O9 0.1345 -3.1125 4.2561  -0.5844
H61 2.1645 -3.4330 3.9779  0.3279
H62 1.1578 -3.4962 2.5183  0.0097
H63 1.5097 -1.9245 3.2528  -0.2441
H64 -0.5340 -2.5334 3.8755  0.2862
C24 3.7941 0.4336 -3.4629  -0.0866
O10 3.8213 1.8717 -3.4809  -0.5026
H65 3.8921 0.1474 -4.5110  0.3103
H66 4.5354 0.0317 -2.7763  0.2845
H67 2.8479 0.0979 -3.0209  -0.2560
H68 2.9914 2.1289 -3.8919  0.2842

DFT total energy   -1707.52154 Eh
LUMO level   0.573 eV
SMILES   CC(C)O.CC(C)O.CC(C)O.CC(C)O.CC(C)O.CC(C)O.CC(C)O.CO.CO.CO
ΔE to the lowest compared entry with this formula, charge and spin   62.93 kcal per mole
Charge   0

# 2
Formula: C24H69F12HfN5O9P2
Source: OMol25
Level of theory: wB97M-V/def2-TZVPD

Last column: Mulliken charge in e.
CARTESIAN COORDINATES (ANGSTROEM)
Hf1 23.7945 6.9166 -7.8773  1.9785
P1 22.5073 9.5147 -10.6312  1.6547
F1 23.9510 9.1310 -11.3555  -0.4281
F2 21.6562 8.5844 -11.6697  -0.7125
F3 22.8507 8.2707 -9.6840  0.8119
F4 21.1253 9.7644 -9.7484  -0.6884
F5 23.1893 10.5691 -9.6184  -0.3429
F6 22.2991 10.8926 -11.5069  -0.2325
P2 27.8063 8.9542 -10.5693  1.2326
F7 27.2695 7.8189 -9.5015  -0.4541
F8 29.0380 8.0087 -11.0470  -0.3825
F9 26.8438 8.1188 -11.5655  -0.5970
F10 28.2361 9.9326 -11.7947  -0.3486
F11 26.5648 9.9024 -10.1519  -0.4259
F12 28.7391 9.6875 -9.4899  -0.3450
C1 26.0918 9.3396 -6.9644  -0.9055
O1 25.1637 8.8812 -7.9344  1.0983
H1 26.9472 8.6969 -6.7560  0.2706
H2 26.4911 10.3015 -7.2860  0.2979
H3 25.5973 9.7192 -6.0703  0.3764
H4 25.3455 9.4057 -8.7176  -0.3234
C2 20.6228 6.3030 -9.5402  -0.6282
O2 21.8852 5.8331 -9.0081  -0.4904
H5 20.7432 6.5163 -10.6024  0.0834
H6 19.9428 5.4531 -9.4821  0.4922
H7 20.2774 7.1303 -8.9204  0.2015
H8 21.9033 4.9100 -9.2712  0.2713
C3 21.7462 13.3134 -8.0545  -0.7126
C4 23.1411 13.9088 -7.8791  0.8764
C5 23.2856 15.0581 -8.8663  -0.9892
O3 24.4442 15.7863 -8.5363  -0.3538
C6 24.9511 16.6212 -9.6150  -0.8013
N1 23.2946 14.3767 -6.5011  -0.7770
H9 21.4554 13.2712 -9.1041  0.2957
H10 20.9530 13.9190 -7.6161  0.6314
H11 21.8301 12.2900 -7.6887  -0.5148
H12 23.9426 13.1857 -8.0307  0.0010
H13 22.4147 15.7071 -8.7738  0.3381
H14 23.2444 14.8162 -9.9283  0.4725
H15 24.1851 17.3832 -9.7595  0.3326
H16 25.1648 16.1760 -10.5867  0.3106
H17 25.9028 17.0640 -9.3213  0.2743
H18 22.5217 14.9766 -6.2503  0.2827
H19 24.0920 14.9839 -6.3766  0.2983
C7 21.1736 10.0778 -5.8563  -1.4668
C8 22.3929 9.3387 -6.3720  0.7626
C9 23.1605 8.6945 -5.1693  -1.4787
O4 24.1371 7.7714 -5.5621  -0.5388
C10 24.8416 7.2835 -4.4244  -0.9411
N2 21.9049 8.3270 -7.3488  -0.2125
H20 20.3727 9.4595 -5.4508  0.4191
H21 20.7413 10.7985 -6.5504  0.3844
H22 21.4640 10.7202 -5.0250  0.5124
H23 23.0627 9.9637 -6.9627  0.1248
H24 22.4917 8.2112 -4.4570  0.4322
H25 23.6951 9.4734 -4.6256  0.6430
H26 25.6789 6.6865 -4.7858  0.3962
H27 24.2886 6.6647 -3.7177  0.3124
H28 25.3126 8.0921 -3.8654  0.3449
H29 21.0089 8.0539 -6.9711  0.5131
H30 21.4103 8.9155 -8.0038  -0.1140
C11 25.5414 5.1973 -11.7671  -1.4329
C12 24.6262 5.3365 -10.5574  0.9648
C13 24.7204 4.1637 -9.5630  -1.5908
O5 24.1530 4.4791 -8.2989  -0.5942
C14 24.0777 3.3081 -7.4690  -0.9194
N3 24.9114 6.6389 -9.9533  0.4783
H31 25.4028 6.0001 -12.4912  0.2092
H32 25.0684 4.3810 -12.3131  0.5298
H33 26.5898 5.0569 -11.5040  0.5086
H34 23.6135 5.2170 -10.9424  0.1204
H35 25.7732 3.9873 -9.3424  0.5251
H36 24.3457 3.2427 -10.0095  0.5403
H37 25.1184 3.0182 -7.3241  0.3770
H38 23.5049 2.4739 -7.8741  0.3233
H39 23.7716 3.6211 -6.4708  0.3377
H40 24.7165 7.3127 -10.6800  -0.7051
H41 25.9159 6.5842 -10.0432  0.5990
C15 27.4287 8.8172 -15.4080  -1.4258
C16 26.5092 9.8735 -14.9356  0.6935
C17 25.5041 10.5526 -15.9936  -0.9331
O6 26.2427 11.4003 -16.9651  -0.3506
C18 25.3953 11.8206 -17.9602  -0.7473
N4 25.7545 9.2634 -13.9476  0.2307
H42 28.2349 8.7362 -14.6789  0.3688
H43 27.9960 9.0358 -16.3127  0.4294
H44 26.9239 7.8644 -15.5672  0.2175
H45 27.0892 10.7261 -14.5824  0.3790
H46 24.6901 11.0941 -15.5116  0.5098
H47 25.0182 9.7788 -16.5879  0.3660
H48 25.1982 10.9871 -18.6344  0.3138
H49 25.9065 12.5790 -18.5532  0.2718
H50 24.4090 12.1431 -17.6266  0.2914
H51 25.1629 10.0038 -13.5983  -0.1229
H52 26.3542 9.0218 -13.1717  -0.2392
C19 19.2305 11.6621 -12.2538  -1.1850
C20 18.8310 10.4930 -13.2041  0.3536
C21 18.1492 11.0406 -14.5011  -0.8172
O7 16.9996 11.8404 -14.2311  -0.3056
C22 16.3132 12.1372 -15.4430  -0.7639
N5 20.0425 9.7608 -13.4975  -0.4038
H53 19.7322 12.5295 -12.6828  0.2972
H54 19.7964 11.3704 -11.3691  0.1215
H55 18.3294 12.0541 -11.7822  0.4888
H56 18.2065 9.9100 -12.5271  0.2045
H57 18.0598 10.1744 -15.1568  0.4010
H58 18.8844 11.6730 -14.9987  0.3803
H59 15.8010 11.3171 -15.9463  0.3144
H60 16.9696 12.4440 -16.2573  0.3251
H61 15.6390 12.9561 -15.1922  0.2548
H62 20.6611 9.6105 -12.7133  0.0744
H63 20.6416 10.3740 -14.0315  0.3684
C23 22.7295 5.3938 -14.1853  -0.4824
C24 23.0990 6.9048 -14.4062  0.4607
O8 24.2105 7.1274 -15.1971  -0.6722
O9 21.7384 5.3377 -13.2270  -0.5249
H64 23.6171 4.8253 -13.9075  0.1607
H65 22.4120 5.0125 -15.1558  0.3601
H66 23.4983 7.2831 -13.4652  -0.5213
H67 22.2005 7.4843 -14.6187  0.3923
H68 24.8362 7.7422 -14.8071  0.3135
H69 20.9953 5.9106 -13.4300  0.3588

DFT total energy   -3835.51080 Eh
LUMO level   -9.990 eV
Charge   +2

Number 1: HOMO -0.3615 hartree. Number 2: HOMO -0.4445 hartree.